The following is a quantum chemistry calculation of C5H6O in the gas phase, from the Open Molecules 2025 dataset.

CARTESIAN COORDINATES (ANGSTROEM)
O 1.485 1.853 -0.146
C 1.777 -1.468 0.052
C 0.311 1.569 -0.122
C 0.700 -0.740 0.094
C -0.232 0.185 0.047
C -1.725 -0.025 0.074
H -2.211 0.683 -0.605
H -2.153 0.135 1.068
H -0.467 2.352 -0.248
H 2.157 -1.808 -0.909
H -1.992 -1.033 -0.249
H 2.350 -1.704 0.945

Summary:
charge = 0
frontier orbital gap = 0.3785 hartree
relative energy (zero: lowest compared OMol25 entry of this formula, charge and spin) = 161.6 kJ/mol
SMILES = C=C=C(C)C=O
HOMO = -9.8062 eV
energy = -7327.6096 eV